# 1
Here is C7H8INO2 in the gas phase from OMol25. Energies are from ωB97M-V with the def2-TZVPD basis set.

XYZ file:
```
19
Properties=species:S:1:pos:R:3
C 0.87 1.13 -1.04
C 0.25 0.24 -1.88
C 1.19 0.58 0.28
C -0.02 -1.10 -1.57
C 0.47 -0.57 0.75
C 0.30 -1.57 -0.34
C -1.00 -0.16 1.12
N 0.20 -2.97 -0.02
O 0.00 -3.74 -0.88
O 0.38 -3.20 1.18
I 3.50 0.27 0.08
H 1.49 1.95 -1.38
H -0.08 0.45 -2.87
H 1.24 1.42 0.94
H -0.35 -1.75 -2.36
H 1.02 -1.07 1.60
H -0.99 0.41 2.04
H -1.45 -1.14 1.25
H -1.37 0.43 0.23
```

As for the molar mass: 265.05 g mol⁻¹. The value obtained for the HOMO-LUMO gap is 7.56 eV. For the strongest force on any atom, the calculation gives 3.62 eV/A. The SMILES is C[C@H]1C([N+](=O)[O-])=CC=C[C@@H]1I.

# 2
Here is 7 unconnected molecules or ions with the total composition C16H24FN8OPS from OMol25. Energies are from ωB97M-V with the def2-TZVPD basis set.

XYZ file:
```
52
Properties=species:S:1:pos:R:3
C -0.39 -2.55 -1.79
C -0.27 -1.49 -0.63
F 0.78 -1.95 0.22
P -0.05 0.28 -1.20
N -1.86 0.40 -1.57
C -2.40 0.81 -0.55
O -2.85 0.86 0.52
N 1.72 0.31 -0.70
C 1.79 0.89 0.37
S 1.66 1.13 1.96
H -1.26 -3.22 -1.51
H -0.61 -2.11 -2.79
H 0.55 -3.16 -1.89
H -1.20 -1.56 -0.01
H -0.25 1.37 -0.28
H 0.28 0.47 -2.57
C 3.66 4.51 0.78
C 2.20 4.27 0.66
N 1.07 4.09 0.56
H 3.88 5.55 0.54
H 3.99 4.31 1.80
H 4.20 3.87 0.10
C -2.16 -4.14 2.31
C -2.40 -3.76 0.89
N -2.59 -3.47 -0.20
H -1.79 -3.27 2.86
H -3.09 -4.48 2.76
H -1.42 -4.93 2.36
C 6.22 7.39 -1.81
C 6.41 6.35 -0.77
N 6.56 5.55 0.03
H 6.46 8.37 -1.40
H 6.88 7.19 -2.66
H 5.19 7.39 -2.16
C -2.43 1.27 4.44
C -1.89 -0.10 4.58
N -1.47 -1.16 4.68
H -3.37 1.36 4.99
H -1.72 1.99 4.84
H -2.61 1.50 3.39
C 2.26 -1.18 -4.66
C 1.47 -2.43 -4.54
N 0.87 -3.40 -4.45
H 1.60 -0.32 -4.57
H 3.01 -1.14 -3.88
H 2.75 -1.14 -5.63
C -6.54 -4.77 0.87
C -5.63 -5.72 1.55
N -4.93 -6.45 2.08
H -5.95 -4.01 0.35
H -7.15 -5.30 0.14
H -7.19 -4.28 1.60
```

As for the molar mass: 426.46 g mol⁻¹. The value obtained for the HOMO-LUMO gap is 9.22 eV. For the strongest force on any atom, the calculation gives 2.84 eV/A. The SMILES is C[C@@H](F)[PH2](N=C=O)N=C=S.CC#N.CC#N.CC#N.CC#N.CC#N.CC#N.